Entry 1:
Molecular formula: C27H35N6O3P2Sn
Method: DFT, ωB97M-V/def2-TZVPD

Positions of all 74 atoms, in Å:
1 Sn -0.335 -0.721 -0.305
2 C 9.775 7.681 -5.121
3 O 8.402 7.206 -5.252
4 C 7.751 6.712 -4.264
5 C 8.291 6.559 -2.949
6 C 7.506 6.031 -1.988
7 C 6.147 5.611 -2.273
8 C 5.617 5.798 -3.612
9 C 6.396 6.322 -4.571
10 N 5.509 5.085 -1.273
11 N 4.220 4.777 -1.442
12 C 3.764 3.693 -0.923
13 C 4.612 2.660 -0.332
14 C 4.096 1.528 0.153
15 C 2.647 1.267 0.149
16 O 2.193 0.250 0.641
17 C 1.755 2.311 -0.445
18 N 0.440 2.058 -0.436
19 C -0.369 2.985 -0.935
20 C 0.078 4.199 -1.447
21 C 1.433 4.453 -1.460
22 C 2.301 3.487 -0.953
23 H 10.032 8.049 -6.106
24 H 10.417 6.849 -4.842
25 H 9.811 8.485 -4.389
26 H 9.304 6.868 -2.736
27 H 7.863 5.898 -0.975
28 H 4.591 5.523 -3.808
29 H 6.048 6.491 -5.581
30 H 5.676 2.848 -0.292
31 H 4.716 0.763 0.601
32 H -1.428 2.755 -0.932
33 H -0.631 4.921 -1.827
34 H 1.825 5.381 -1.852
35 C -4.001 0.792 -0.787
36 P -3.033 -0.372 0.212
37 C -3.941 -1.938 0.140
38 C -3.199 0.198 1.947
39 C -2.192 -0.511 2.855
40 P -0.469 -0.241 2.310
41 C 0.557 -1.332 3.323
42 C -0.071 1.446 2.842
43 H -5.033 0.829 -0.438
44 H -3.993 0.479 -1.831
45 H -3.572 1.792 -0.720
46 H -4.995 -1.763 0.362
47 H -3.526 -2.630 0.873
48 H -3.852 -2.379 -0.852
49 H -4.221 0.020 2.288
50 H -3.044 1.280 1.958
51 H -2.345 -1.594 2.833
52 H -2.298 -0.173 3.889
53 H 0.417 -1.107 4.381
54 H 1.604 -1.192 3.059
55 H 0.270 -2.363 3.123
56 H -0.219 1.531 3.919
57 H -0.702 2.173 2.333
58 H 0.970 1.662 2.604
59 C -0.170 -5.090 -1.170
60 N -0.809 -5.103 0.150
61 C -1.181 -6.273 0.738
62 C -1.755 -6.292 1.957
63 C -1.950 -5.034 2.592
64 N -1.591 -3.883 2.008
65 C -1.025 -3.915 0.805
66 O -0.661 -2.864 0.194
67 N -2.505 -4.967 3.802
68 H -0.056 -6.116 -1.505
69 H 0.807 -4.618 -1.103
70 H -0.786 -4.542 -1.879
71 H -0.987 -7.172 0.172
72 H -2.047 -7.220 2.422
73 H -2.778 -5.798 4.298
74 H -2.613 -4.078 4.257

For the largest force on an atom, the calculation gives 0.1 eV Å⁻¹. The calculation puts the orbital gap at 6.18 eV. The total energy comes out at -2500.3177 Ha. Its total charge is +3. The calculation puts the relative energy (zero: lowest compared OMol25 entry of this formula, charge and spin) at 0.0 kJ/mol.

---

Entry 2:
Molecular formula: C21H42N2O5
Method: DFT, ωB97M-V/def2-TZVPD

Positions of all 70 atoms, in Å:
1 C 2.742 1.451 3.624
2 C 2.495 -0.054 2.940
3 C 2.470 0.059 1.305
4 C 1.085 -0.580 0.616
5 C 1.459 -1.620 -0.590
6 C 0.050 0.655 0.161
7 C 0.753 1.231 -1.169
8 C 0.609 2.818 -1.517
9 C 1.158 3.842 -0.316
10 C -0.822 3.286 -2.169
11 O 0.062 1.437 1.442
12 C -0.839 0.884 2.508
13 O -0.790 1.013 3.833
14 O -1.820 0.154 1.637
15 C -1.459 0.028 0.185
16 C -2.721 0.902 -0.480
17 C -3.239 2.134 0.468
18 O -2.507 3.144 0.945
19 N -4.714 2.123 0.922
20 C -5.254 3.527 1.073
21 C -4.608 1.603 2.371
22 N -1.742 -1.336 -0.404
23 C -2.544 -2.235 0.503
24 C -1.644 -3.053 1.630
25 H 3.683 1.912 3.079
26 H 2.911 1.347 4.802
27 H 1.813 2.170 3.444
28 H 3.400 -0.710 3.290
29 H 1.511 -0.526 3.374
30 H 3.410 -0.545 0.901
31 H 2.628 1.175 0.913
32 H 0.616 -1.250 1.486
33 H 0.713 -1.612 -1.502
34 H 1.524 -2.706 -0.102
35 H 2.572 -1.378 -0.947
36 H 1.927 1.019 -1.252
37 H 0.290 0.642 -2.100
38 H 1.403 3.007 -2.394
39 H 1.360 4.935 -0.719
40 H 0.229 3.954 0.426
41 H 2.084 3.354 0.217
42 H -0.556 4.170 -2.927
43 H -1.286 2.437 -2.868
44 H -1.591 3.741 -1.415
45 H -2.538 1.180 -1.606
46 H -3.624 0.120 -0.507
47 H -4.926 4.190 0.165
48 H -4.886 3.931 2.123
49 H -6.438 3.419 1.175
50 H -4.388 0.454 2.428
51 H -5.637 1.821 2.924
52 H -3.784 2.159 2.996
53 H -2.124 -1.294 -1.374
54 H -3.509 -1.715 0.976
55 H -2.995 -3.089 -0.201
56 H -2.040 -4.179 1.628
57 H -1.883 -2.644 2.710
58 H -0.504 -3.116 1.377
59 C 3.571 -5.275 -3.121
60 C 3.614 -3.787 -2.812
61 C 2.894 -2.978 -3.879
62 O 4.972 -3.360 -2.732
63 H 4.067 -5.492 -4.074
64 H 4.103 -5.843 -2.351
65 H 2.540 -5.637 -3.174
66 H 3.154 -3.600 -1.836
67 H 3.366 -3.113 -4.859
68 H 2.944 -1.908 -3.650
69 H 1.842 -3.271 -3.955
70 H 5.388 -3.522 -3.594

The SMILES is CCC[C@H](C)[C@]1(CC(C)C)OC(=O)O[C@]1(CC(=O)N(C)C)NCC.CC(C)O. For the largest force on an atom, the calculation gives 9.7 eV Å⁻¹. The calculation puts the orbital gap at 9.60 eV. The total energy comes out at -1310.6675 Ha.

---

Entry 3:
Molecular formula: C2H5O2
Method: DFT, ωB97M-V/def2-TZVPD

Positions of all 9 atoms, in Å:
1 C 1.042 0.670 -0.422
2 C -0.876 -0.272 0.431
3 O -1.520 0.494 -0.525
4 O 0.513 0.277 0.600
5 H 2.057 1.056 -0.547
6 H 0.541 0.664 -1.390
7 H -1.286 -0.432 1.476
8 H -0.611 -1.213 0.014
9 H -2.010 1.273 -0.170

For the largest force on an atom, the calculation gives 2.7 eV Å⁻¹. The calculation puts the orbital gap at 11.41 eV. The total energy comes out at -229.3317 Ha. Its total charge is +1. The calculation puts the relative energy (zero: lowest compared OMol25 entry of this formula, charge and spin) at 35.0 kJ/mol.

---

Entry 4:
Molecular formula: C3H2N2O2
Method: DFT, ωB97M-V/def2-TZVPD

Positions of all 9 atoms, in Å:
1 C -0.886 -1.226 -0.362
2 C 0.860 0.814 0.814
3 C 0.370 -0.317 0.063
4 N -1.634 -0.197 -0.076
5 N 1.215 0.602 -0.539
6 O -0.742 -2.255 -0.921
7 O 1.057 1.470 1.780
8 H -1.663 0.339 0.694
9 H 1.424 0.770 -1.454

For the largest force on an atom, the calculation gives 5.2 eV Å⁻¹. The calculation puts the orbital gap (spin up / spin down) at 9.19 / 9.19 eV. The total energy comes out at -375.3409 Ha. The calculation puts the relative energy (zero: lowest compared OMol25 entry of this formula, charge and spin) at 447.9 kJ/mol.

---

Copy entry 4 word for word.
Molecular formula: C3H2N2O2
Method: DFT, ωB97M-V/def2-TZVPD

Positions of all 9 atoms, in Å:
1 C -0.886 -1.226 -0.362
2 C 0.860 0.814 0.814
3 C 0.370 -0.317 0.063
4 N -1.634 -0.197 -0.076
5 N 1.215 0.602 -0.539
6 O -0.742 -2.255 -0.921
7 O 1.057 1.470 1.780
8 H -1.663 0.339 0.694
9 H 1.424 0.770 -1.454

For the largest force on an atom, the calculation gives 5.2 eV Å⁻¹. The calculation puts the orbital gap (spin up / spin down) at 9.19 / 9.19 eV. The total energy comes out at -375.3409 Ha. The calculation puts the relative energy (zero: lowest compared OMol25 entry of this formula, charge and spin) at 447.9 kJ/mol.